A molecular structure, C21H26N2O5S. Source: OMol25; level of theory: wB97M-V/def2-TZVPD.

```
55
Properties=species:S:1:pos:R:3:forces:R:3:nbo_charge:R:1
C -5.67818 -0.68630 1.23125 5.5 0.3 -3.5 -0.5743
H -5.06983 -0.88319 2.08758 0.0 -0.3 0.5 0.1998
H -6.58833 -0.97027 1.18364 -6.5 -2.2 0.8 0.1838
H -5.70264 0.35016 0.93144 0.5 0.4 0.0 0.2211
C -4.96647 -1.55727 -0.14571 5.3 -2.3 16.9 -0.1634
N -3.65973 -1.03110 0.01375 3.3 -1.4 -0.7 -0.7083
S -3.36978 0.33147 -0.71522 3.1 4.6 -10.5 2.1671
O -4.47812 1.29564 -0.96811 0.9 -2.3 2.7 -0.8830
O -2.72540 0.23408 -2.25302 -1.5 -1.0 5.9 -0.9628
C -2.00144 1.13749 0.18960 -3.5 -1.3 -1.6 -0.3393
C -0.81977 1.60053 -0.24620 -0.5 -5.8 -10.5 -0.1429
C 0.07846 2.05216 0.49510 8.7 2.7 2.1 -0.1936
C -0.15414 2.09455 1.79226 -1.1 5.2 9.7 -0.1637
C -1.44755 2.14690 2.38718 -0.3 -4.1 -6.3 -0.1949
C -2.41766 1.49231 1.36407 -2.2 2.5 9.8 -0.1404
H -3.49423 1.29514 1.92883 2.7 0.2 -2.3 0.2396
H -1.70668 2.15437 3.41414 0.0 0.5 0.7 0.2253
H 0.53609 2.64592 2.63843 -0.6 -1.9 -2.7 0.2374
C 1.69299 2.27762 0.11263 -6.3 -1.3 4.7 0.8300
O 2.45343 2.48066 1.07159 -1.0 -0.1 -4.6 -0.5564
O 1.71555 2.01745 -1.22224 -1.3 0.6 5.0 -0.4312
C 2.96987 2.20264 -1.49752 7.2 0.1 -6.5 -0.2035
H 3.65076 2.98701 -1.05858 -1.3 -0.9 0.3 0.2512
H 2.91684 2.41580 -2.53266 0.3 1.5 -1.6 0.2209
C 3.76412 0.89828 -1.76841 1.1 -4.4 8.5 0.7327
O 4.03368 0.02894 -2.48931 -0.3 0.4 -4.9 -0.4949
N 4.10986 0.24306 -0.26110 -2.6 12.9 1.0 -0.7670
H 3.91314 1.25031 0.44312 0.9 -4.5 -1.9 0.3530
C 4.32878 -0.96716 0.26587 5.6 -2.2 -2.0 -0.0813
C 3.15588 -1.71156 0.52768 -3.0 1.7 1.9 -0.0271
C 2.87462 -2.79334 -0.17845 -10.3 -1.7 4.8 -0.1592
C 1.64614 -3.59474 0.00248 2.0 9.3 4.8 -0.1838
C 0.76115 -2.96397 0.98483 -3.7 -13.7 -5.4 -0.1863
C 0.95330 -1.89893 1.52322 4.2 11.9 3.9 -0.2972
C 2.13390 -1.17961 1.30232 1.7 3.7 1.6 -0.1511
H 2.38890 0.04636 1.80370 -1.2 -4.2 -1.4 0.2062
H 0.26527 -1.31289 2.02212 -1.8 0.4 1.6 0.2135
H -0.19744 -3.50198 1.42907 1.8 0.5 -1.7 0.1926
H 1.47252 -4.48501 -0.31332 -0.9 -5.4 -2.4 0.1914
H 3.47841 -3.21273 -0.69787 7.8 -4.6 -6.7 0.1723
C 5.41688 -0.97816 1.52435 -5.3 4.0 -5.0 -0.5758
H 5.44843 -1.84318 1.90061 1.7 -7.2 2.1 0.2008
H 6.15478 -0.41064 1.15258 3.2 1.5 -0.5 0.2173
H 4.80144 -0.54659 2.22842 -0.9 2.1 1.8 0.1982
H 4.80255 -1.34916 -0.76605 -0.3 -0.8 2.3 0.2054
H -0.35479 1.07149 -1.29186 -2.0 2.0 2.3 0.2678
C -2.48171 -2.05348 -0.08266 3.4 6.8 -7.6 -0.1585
C -2.44124 -2.90959 -1.37538 -14.3 10.9 -1.2 -0.5841
H -2.46640 -2.00129 -2.36918 0.3 -2.7 3.1 0.2621
H -3.62127 -3.27401 -1.45345 3.6 -0.3 -0.1 0.1977
H -1.70089 -3.39665 -1.46708 9.5 -7.4 -1.1 0.1657
H -2.63640 -2.55662 0.69554 -0.4 -4.2 6.7 0.1630
H -1.42884 -1.34400 -0.14425 -3.0 -2.2 0.9 0.2264
H -4.93904 -2.54516 0.25407 -0.5 -0.9 -0.9 0.2187
H -5.36966 -1.21892 -0.82562 -7.6 4.6 -12.7 0.1632
```
Forces are in eV/Å.

Results
Total charge: 0
Frontier orbital gap (eV): 8.229
E (Eh): -1698.88946
Molar mass (g mol⁻¹): 418.51
E_HOMO (eV): -8.3
Energy relative to the best compared isomer or geometry (same formula, charge and spin) (kcal per mole): 586.2

---

A gas-phase ion, C21H26N3O5 (charge -1). Source: OMol25; level of theory: wB97M-V/def2-TZVPD.

```
55
Properties=species:S:1:pos:R:3:forces:R:3:nbo_charge:R:1
C 1.54873 -1.11565 2.48016 -0.2 -0.7 0.2 -0.7523
C 1.56859 0.33193 2.10746 0.0 1.0 -0.6 0.6438
O 0.68232 1.08360 2.47700 0.6 -0.4 -0.2 -0.5752
C 2.75441 0.92234 1.19572 -2.2 -0.6 -1.0 -0.2270
C 2.22625 2.23862 0.59403 -0.3 0.0 0.0 -0.6151
C 3.04932 -0.07900 0.00994 0.1 -0.4 0.5 0.6472
C 3.39995 0.42531 -1.37507 0.1 0.0 -0.5 -0.7265
O 3.00709 -1.28793 0.13578 -0.2 0.9 -0.4 -0.5589
C 3.93944 1.13234 2.09569 1.5 -0.1 3.0 -0.2632
C 3.86823 2.49180 2.85491 -0.1 -0.9 0.0 -0.0005
C 4.26883 3.69118 2.26942 -0.4 0.2 0.1 -0.1011
C 4.15115 4.88423 2.96938 0.0 -0.3 0.6 -0.2713
C 3.75492 4.87391 4.33040 0.0 -0.9 -1.1 0.1409
N 3.64688 6.07870 5.04434 -0.5 0.5 1.0 -0.4850
C 2.74233 7.14026 4.63460 0.4 -0.6 -0.1 -0.3934
C 4.75185 6.57941 5.83101 -0.2 -0.3 -0.3 -0.3913
C 3.40890 3.64186 4.93586 -0.2 1.3 -0.3 -0.2460
C 3.37884 2.48351 4.17635 0.6 0.0 -0.6 -0.1517
C 5.29257 0.71947 1.55015 1.1 -0.5 0.1 -0.4303
C 6.49611 1.44434 1.93982 -1.5 -0.2 -0.3 0.6510
O 6.55915 2.42469 2.68872 0.3 -0.1 -0.4 -0.6937
N 7.69287 0.95499 1.39292 0.5 -1.3 -0.5 -0.4803
C 8.90137 1.71429 1.58480 0.3 -0.1 0.1 -0.4074
C 7.89654 -0.35112 0.92460 -1.1 0.8 0.2 0.8058
O 9.01565 -0.73622 0.59607 -0.7 -0.1 0.0 -0.6772
N 6.72854 -1.12875 0.88982 1.7 0.6 0.1 -0.4867
C 6.87004 -2.53460 0.62961 -0.1 -0.4 -0.1 -0.4133
C 5.53273 -0.73464 1.52328 -0.6 1.3 0.5 0.6550
O 4.81975 -1.62131 2.00742 0.2 0.6 -0.4 -0.6777
H 1.92374 -1.74418 1.67141 0.1 0.2 0.4 0.2823
H 2.17362 -1.29199 3.36211 0.0 0.0 -0.2 0.2481
H 0.52181 -1.42154 2.70794 0.1 0.3 0.2 0.2122
H 2.92816 2.62139 -0.14707 0.0 0.2 0.2 0.2002
H 1.26318 2.06979 0.09103 0.2 0.0 0.1 0.2091
H 2.08818 3.00774 1.36404 -0.2 -0.4 -0.3 0.2449
H 3.26789 1.48783 -1.57397 0.2 -0.2 0.1 0.2130
H 4.44068 0.13077 -1.56143 -0.2 0.2 0.1 0.2519
H 2.78476 -0.14077 -2.08716 0.1 0.1 0.2 0.2245
H 3.86970 0.42894 2.95377 -0.6 0.0 -0.4 0.2262
H 4.64652 3.69829 1.24182 -0.1 -0.1 0.4 0.2042
H 4.41971 5.82312 2.47701 -0.1 -0.2 0.3 0.2000
H 1.87444 6.73506 4.10225 0.2 0.1 0.1 0.2112
H 2.40923 7.65685 5.54287 -0.1 0.1 -0.2 0.1815
H 3.25553 7.87596 3.99535 -0.2 0.1 -0.1 0.1567
H 5.43733 5.76497 6.09361 -0.2 0.2 0.0 0.2150
H 5.29881 7.35680 5.27419 0.2 0.0 0.1 0.1576
H 4.33916 7.03375 6.73715 0.3 0.1 0.1 0.1763
H 3.09051 3.65852 5.98355 0.1 0.0 -0.4 0.2070
H 2.99588 1.56543 4.62888 0.3 0.2 -0.2 0.2023
H 8.62740 2.70967 1.92359 0.1 -0.1 0.0 0.2346
H 9.51271 1.20233 2.33244 0.2 0.3 0.0 0.1903
H 9.44480 1.73374 0.64094 0.1 0.1 0.1 0.2000
H 7.89215 -2.73199 0.32276 0.0 0.0 0.0 0.2242
H 6.60056 -3.09195 1.52835 0.1 -0.1 -0.1 0.2125
H 6.16734 -2.79526 -0.16452 0.1 -0.2 0.0 0.1956
```
Forces are in eV/Å.

Results
Total charge: -1
SMILES: CC(=O)C(C)(C(C)=O)[C@H](c1ccc(N(C)C)cc1)c1c([O-])n(C)c(=O)n(C)c1=O
Frontier orbital gap (eV): 6.995
E (Eh): -1356.35406
Molar mass (g mol⁻¹): 400.45
E_HOMO (eV): -4.1
Energy relative to the best compared isomer or geometry (same formula, charge and spin) (kcal per mole): 3.4

---

C21H26N4O2S in the gas phase. Source: OMol25; level of theory: wB97M-V/def2-TZVPD.

```
54
Properties=species:S:1:pos:R:3:forces:R:3:nbo_charge:R:1
C -1.14316 -4.35234 0.18812 -0.3 -0.1 -0.1 -0.6736
C -2.34326 -3.48123 0.16735 0.6 0.9 0.0 0.3619
O -3.55866 -4.03887 0.03085 0.1 -0.4 0.0 -0.3928
C -4.46882 -3.04928 0.05220 -0.3 0.9 0.0 0.0906
C -3.86453 -1.84225 0.18880 -0.3 -0.5 0.0 -0.3026
C -2.46435 -2.11380 0.25751 -0.2 -0.9 -0.2 -0.2081
C -1.36669 -1.19463 0.44028 0.3 0.0 0.1 0.3270
N -0.29891 -1.46573 1.14470 -0.7 -0.8 0.2 -0.2827
N 0.50669 -0.39419 1.12255 0.2 0.8 -0.1 -0.3639
C -0.07222 0.52705 0.39293 0.1 0.0 0.1 0.1857
S 0.55110 2.11569 0.07509 0.2 0.4 0.0 0.2921
C 2.02922 2.11812 1.14092 -0.1 -0.1 -0.2 -0.6025
C 3.21948 1.43300 0.46150 -0.4 0.1 0.5 0.6688
O 4.07189 2.08276 -0.10999 0.3 0.3 -0.3 -0.6411
N 3.19427 0.10173 0.59595 0.1 -0.5 0.1 -0.6560
C 4.13545 -0.82654 -0.02864 0.3 0.0 -0.2 0.1251
C 5.55253 -0.52289 0.46189 -0.2 0.0 -0.1 -0.6194
C 4.05797 -0.68114 -1.55163 0.0 0.0 0.2 -0.6202
C 3.71373 -2.23250 0.39518 0.0 0.3 -0.1 -0.6110
N -1.27187 0.07526 -0.07676 0.5 -0.4 0.5 -0.3694
C -2.16140 0.76768 -0.98926 -0.2 0.1 -0.5 -0.0647
C -1.48430 0.91308 -2.35115 -0.2 -0.1 0.1 -0.6204
C -2.61021 2.06564 -0.34572 -0.2 0.0 0.0 -0.0541
C -3.09688 2.01571 0.95739 0.0 0.0 0.0 -0.1528
C -3.51555 3.16488 1.60035 0.0 -0.1 0.1 -0.2178
C -3.45844 4.38365 0.94599 0.0 0.1 0.0 -0.2062
C -2.98115 4.44071 -0.35076 0.0 0.1 0.0 -0.2003
C -2.55804 3.29022 -0.99472 -0.1 -0.2 0.0 -0.2037
H -1.28645 -5.16451 0.89773 0.1 -0.1 0.1 0.2319
H -0.28411 -3.76020 0.48759 0.0 0.0 0.0 0.2620
H -0.96815 -4.79059 -0.79456 0.0 -0.1 0.0 0.2248
H -5.50041 -3.32576 -0.03390 -0.1 -0.1 0.0 0.2071
H -4.35667 -0.89449 0.27349 -0.2 0.2 0.0 0.2275
H 1.75651 1.63971 2.07958 0.0 0.1 0.1 0.2483
H 2.25950 3.17240 1.29023 0.0 -0.1 0.0 0.2553
H 2.35462 -0.30819 1.00720 0.1 0.2 0.0 0.4425
H 5.82563 0.49215 0.18889 0.1 0.0 0.0 0.2403
H 5.60423 -0.61948 1.54400 0.0 0.0 0.1 0.2065
H 6.26077 -1.21364 0.01248 0.1 -0.1 0.0 0.2033
H 3.04806 -0.89137 -1.89902 -0.1 0.0 0.0 0.2026
H 4.74525 -1.37126 -2.03329 0.1 -0.1 -0.1 0.2050
H 4.32182 0.33392 -1.83557 0.0 0.1 -0.1 0.2358
H 4.36939 -2.97266 -0.05553 0.1 -0.1 -0.1 0.2144
H 2.69208 -2.43499 0.08078 -0.1 -0.1 0.0 0.2113
H 3.76634 -2.33385 1.47649 0.0 0.0 0.1 0.2133
H -3.03535 0.11797 -1.11526 0.2 0.1 0.0 0.2369
H -2.19062 1.30636 -3.07663 0.0 0.1 -0.1 0.2217
H -0.62400 1.57463 -2.28997 0.1 0.0 -0.1 0.2263
H -1.14963 -0.06455 -2.69446 0.0 0.0 0.0 0.2259
H -3.13981 1.06888 1.47873 0.0 -0.1 0.1 0.2036
H -3.88576 3.10783 2.61324 0.0 0.0 0.1 0.2164
H -3.78312 5.28354 1.44641 0.0 0.1 0.0 0.2165
H -2.93140 5.38760 -0.86733 0.0 0.1 0.0 0.2160
H -2.18264 3.36074 -2.00223 0.1 0.0 -0.1 0.2167
```
Forces are in eV/Å.

Results
Total charge: 0
SMILES: Cc1occc1-c1nnc(SCC(=O)NC(C)(C)C)n1[C@H](C)c1ccccc1
Frontier orbital gap (eV): 8.797
E (Eh): -1583.53839
Molar mass (g mol⁻¹): 398.53
E_HOMO (eV): -8.2
Energy relative to the best compared isomer or geometry (same formula, charge and spin) (kcal per mole): 1.0

---

C21H26N6O2S3 in the gas phase. Source: OMol25; level of theory: wB97M-V/def2-TZVPD.

```
58
Properties=species:S:1:pos:R:3:forces:R:3:nbo_charge:R:1
C -3.34119 0.07639 -1.96446 0.1 0.0 -0.1 -0.3804
C -4.54470 -0.31778 -1.59781 -0.1 -0.1 0.1 -0.2004
C -4.87435 -1.10741 -0.35889 -0.3 0.0 -0.4 -0.2567
N -3.77268 -1.21682 0.55582 0.6 -0.2 0.4 -0.3756
C -3.45953 -0.45548 1.65330 0.1 -0.4 0.2 0.3302
C -4.29497 0.61436 2.23161 -0.1 0.5 -0.3 -0.5524
S -4.79673 1.90626 1.02532 -0.5 -0.1 0.3 0.2971
C -3.24921 2.29360 0.35966 0.2 0.4 -0.4 -0.0824
N -2.15811 1.78656 0.78537 -0.4 -0.2 0.6 -0.4979
C -1.08572 2.20058 0.05241 0.3 0.6 -0.8 0.1752
C 0.22934 1.80079 0.25495 -0.1 0.1 -0.1 -0.2345
C 1.20651 2.28346 -0.59051 0.1 0.0 0.0 -0.2134
C 0.88935 3.16450 -1.62137 0.0 0.1 -0.1 -0.2123
C -0.41261 3.58143 -1.83418 0.0 0.1 -0.1 -0.2190
C -1.39897 3.09171 -0.99760 -0.1 -0.2 0.3 -0.2302
S -3.11863 3.39578 -1.01997 0.2 -0.3 0.4 0.3725
N -2.32484 -0.84723 2.15871 -0.5 0.8 0.8 -0.2578
N -1.85224 -1.85323 1.40922 0.0 -0.7 -0.6 -0.3731
C -2.71572 -2.07153 0.44676 0.0 0.0 0.1 0.1832
S -2.61561 -3.28589 -0.78709 0.0 -0.3 -0.3 0.2893
C -1.09024 -4.13908 -0.27106 -0.2 0.2 -0.1 -0.6044
C 0.15764 -3.43911 -0.80771 -0.3 -0.1 0.3 0.6612
O 0.79242 -3.88972 -1.73782 0.2 -0.3 -0.4 -0.6288
N 0.45498 -2.30598 -0.15375 0.3 0.3 0.3 -0.6388
C 1.57907 -1.47451 -0.51009 0.2 0.0 -0.1 -0.2319
C 2.48227 -1.23438 0.70352 -0.2 0.0 -0.2 -0.2180
N 3.36658 -0.10163 0.49462 0.1 -0.1 0.1 -0.4508
C 4.41926 -0.38454 -0.46974 0.1 0.3 -0.1 -0.2562
C 5.26113 0.87377 -0.68341 -0.1 -0.3 -0.2 -0.0707
O 5.82577 1.33297 0.52119 0.2 0.0 0.0 -0.5216
C 4.81836 1.59133 1.46952 -0.2 -0.1 0.3 -0.0728
C 3.97096 0.34823 1.73960 0.2 0.3 -0.1 -0.2481
H -3.18644 0.63275 -2.87193 -0.1 0.1 -0.2 0.2130
H -2.45499 -0.12949 -1.38552 0.1 -0.1 0.2 0.2019
H -5.40973 -0.09400 -2.20546 -0.1 0.1 -0.2 0.2095
H -5.16998 -2.12188 -0.65587 -0.1 0.1 0.1 0.2295
H -5.71718 -0.64107 0.16001 0.1 -0.2 -0.1 0.2272
H -5.24003 0.22620 2.61612 0.0 0.1 0.0 0.2443
H -3.73067 1.09139 3.03088 0.0 -0.1 0.0 0.2727
H 0.45494 1.12248 1.06079 0.1 -0.1 0.1 0.2277
H 2.22496 1.95552 -0.44811 0.1 0.0 0.0 0.2385
H 1.67102 3.53000 -2.27016 0.1 0.0 -0.1 0.2160
H -0.65815 4.26427 -2.63230 0.0 0.1 -0.1 0.2206
H -1.09634 -4.18333 0.81657 0.0 -0.1 0.0 0.2547
H -1.15735 -5.13534 -0.70611 0.1 0.1 0.0 0.2565
H -0.14565 -2.00943 0.61546 0.0 -0.2 -0.1 0.4337
H 2.10862 -1.99297 -1.31185 0.0 0.1 0.0 0.2290
H 1.22463 -0.50609 -0.88051 0.1 -0.1 0.0 0.2029
H 3.03976 -2.15641 0.94211 -0.1 0.0 0.1 0.1745
H 1.84320 -0.99885 1.55989 0.0 0.0 0.0 0.1960
H 3.96810 -0.67803 -1.41766 0.1 0.0 0.0 0.2094
H 5.07330 -1.20165 -0.11777 0.0 0.0 0.0 0.1714
H 6.09653 0.66697 -1.35423 -0.1 0.0 0.0 0.1965
H 4.62923 1.66148 -1.12247 0.1 -0.1 0.0 0.1595
H 5.32840 1.91349 2.37886 -0.1 0.0 0.0 0.1958
H 4.16613 2.40266 1.11125 0.0 0.0 0.1 0.1633
H 3.17890 0.59823 2.44860 0.0 0.0 0.0 0.2054
H 4.61126 -0.43427 2.18330 0.0 0.0 0.0 0.1701
```
Forces are in eV/Å.

Results
Total charge: 0
SMILES: C=CCn1c(CSc2nc3ccccc3s2)nnc1SCC(=O)NCCN1CCOCC1
Frontier orbital gap (eV): 8.897
E (Eh): -2489.40583
Molar mass (g mol⁻¹): 490.68
E_HOMO (eV): -8.5
Energy relative to the best compared isomer or geometry (same formula, charge and spin) (kcal per mole): 2.7

---

> What is the frontier orbital gap in the first record?

8.229 eV

---

> Among the records above, which one has the highest molar mass?

C21H26N6O2S3

---

> molar mass of number 1 (C21H26N2O5S)?

418.51 g mol⁻¹